[1]
Entry from OMol25: 2 unconnected molecules or ions with the total composition C4H8O in a non-equilibrium geometry (ωB97M-V with the def2-TZVPD basis set).

Results
Energy relative to the best compared isomer or geometry (same formula, charge and spin) (eV): 2.600
HOMO (eV): -9.7
Orbital gap (eV): 10.52
Total charge: 0
E_LUMO (eV): 0.871
Electronic energy (eV): -6322.56832

XYZ file:
```
13
Properties=species:S:1:pos:R:3:forces:R:3
C 0.2930 -1.2084 0.6654 1.029 2.314 -4.481
H 2.9811 0.9715 -0.8494 2.056 -1.305 1.265
H 0.3303 -1.9043 1.4092 -0.315 -1.304 2.326
C -1.9912 -0.3171 0.7657 -2.084 2.621 0.461
H -2.7808 -0.5047 0.0242 0.153 0.847 -0.155
H 1.6257 2.1926 -0.5695 -0.290 0.451 0.994
H -2.1516 -1.1379 1.3751 -0.301 -1.157 2.229
H -2.1024 0.7333 1.2845 -0.297 -2.132 -0.841
O 1.7926 1.3563 -2.3339 0.202 -0.105 0.774
H 1.1581 -1.2134 -0.0521 -0.500 -0.273 1.061
C 2.1519 1.4857 -1.1782 -1.992 0.940 -3.001
C -0.6888 -0.4257 0.1965 1.392 -2.439 1.780
H -0.6181 -0.0279 -0.7376 0.946 1.543 -2.412
```
Positions in Å, forces in eV/Å.

The net atomic charges from Mulliken, expressed in e, are:
1. C -0.809
2. H 0.316
3. H 0.354
4. C -1.008
5. H 0.293
6. H 0.282
7. H 0.317
8. H 0.207
9. O -0.400
10. H 0.169
11. C -0.204
12. C 0.054
13. H 0.429

---

[2]
Entry from OMol25: 2 unconnected molecules or ions with the total composition C4H8O (ωB97M-V with the def2-TZVPD basis set).

Results
Energy relative to the best compared isomer or geometry (same formula, charge and spin) (eV): 4.492
HOMO (eV): -8.6
Orbital gap (eV): 9.28
Total charge: 0
E_LUMO (eV): 0.726
Electronic energy (eV): -6320.67557

XYZ file:
```
13
Properties=species:S:1:pos:R:3:forces:R:3
C 0.0025 1.0899 -0.6961 0.004 -0.405 -0.184
H -0.0604 0.0841 1.3296 -0.019 0.179 -0.282
H -1.1743 -1.9843 0.4192 -0.075 0.040 -0.066
H -1.3739 -1.1751 -1.1501 0.014 0.003 0.140
H -2.2077 -0.5480 0.2825 0.161 -0.065 -0.081
C 1.2706 -0.5016 -0.3383 0.136 -0.191 0.134
H 0.2956 2.6889 1.2165 0.001 0.175 0.123
H 1.3332 -1.4070 -0.9503 -0.012 0.155 0.082
C -0.0902 -0.1282 0.2551 -0.108 -0.018 0.064
H 2.1278 -0.4190 0.3311 0.000 -0.101 -0.057
H -0.0205 2.6264 0.5363 0.093 0.196 0.255
C -1.2813 -1.0128 -0.0706 -0.040 -0.110 -0.012
O 1.1786 0.6867 -1.1648 -0.156 0.142 -0.114
```
Positions in Å, forces in eV/Å.

The net atomic charges from Mulliken, expressed in e, are:
1. C -0.410
2. H 0.405
3. H 0.347
4. H 0.332
5. H 0.343
6. C -0.461
7. H 0.061
8. H 0.268
9. C 0.447
10. H 0.253
11. H -0.029
12. C -1.384
13. O -0.171